Computed, not measured: a structure of composition C30H36CrN7O2S2, with ωB97M-V/def2-TZVPD.

Geometry (Å):
Cr: 0.1462 1.3877 0.1594
C: -2.7761 0.8443 6.2396
C: -2.4839 0.8566 4.7651
C: -2.9595 -0.1150 3.9188
C: -2.7555 -0.0472 2.5217
C: -3.2932 -0.9296 1.5627
N: -3.5350 -2.2096 1.6672
C: -2.9947 -3.1230 2.6808
C: -1.4571 -3.1268 2.7180
C: -0.7735 -3.6805 1.4618
N: -0.6389 -2.7183 0.3703
C: -0.7209 -3.0432 -0.8939
C: -0.5234 -2.1802 -1.9841
C: -0.6284 -2.6775 -3.3018
C: -0.5172 -1.8626 -4.4038
C: -0.5323 -2.4031 -5.8067
C: -0.4217 -0.4828 -4.1779
C: -0.3069 0.0695 -2.9085
C: -0.2832 1.5013 -2.7674
N: -0.2135 2.1958 -1.6852
C: -0.2240 3.6597 -1.8877
C: -0.6423 4.4699 -0.6699
C: 0.2906 4.3054 0.5397
N: -0.0809 3.0520 1.1842
C: -0.6842 3.0952 2.3141
C: -1.4232 1.9785 2.8694
C: -1.7296 1.9073 4.2155
C: -1.9509 1.0007 1.9765
O: -1.6539 0.9764 0.7250
C: -0.2252 -0.7975 -1.7783
O: 0.0879 -0.3827 -0.6216
H: -3.3541 -0.0307 6.5293
H: -3.3434 1.7341 6.5166
H: -1.8513 0.8538 6.8175
H: -3.5764 -0.9030 4.3312
H: -3.4865 -0.5016 0.5826
H: -4.0238 -2.6405 0.8965
H: -3.3588 -4.1209 2.4430
H: -3.3782 -2.8696 3.6666
H: -1.1660 -3.7667 3.5508
H: -1.0815 -2.1247 2.9326
H: -1.3199 -4.5483 1.0865
H: 0.2272 -4.0148 1.7439
H: -0.2803 -1.7813 0.5749
H: -1.0059 -4.0702 -1.1078
H: -0.7918 -3.7414 -3.4390
H: -0.7036 -3.4774 -5.8162
H: 0.4212 -2.2116 -6.3018
H: -1.3074 -1.9215 -6.4039
H: -0.4483 0.1871 -5.0325
H: -0.3689 2.0376 -3.7162
H: -0.9064 3.9001 -2.7065
H: 0.7792 3.9717 -2.1964
H: -1.6480 4.1724 -0.3648
H: -0.6778 5.5200 -0.9606
H: 0.1697 5.1481 1.2233
H: 1.3329 4.2613 0.2200
H: -0.6977 4.0247 2.8836
H: -1.3462 2.6735 4.8814
S: 1.2894 0.2926 2.0209
C: 2.5835 1.0150 1.1390
C: 3.9345 1.0085 1.4875
C: 4.8195 1.6957 0.6876
C: 4.3526 2.3547 -0.4558
C: 3.0152 2.2976 -0.7508
N: 2.1376 1.6536 0.0369
H: 4.2490 0.4762 2.3731
H: 5.8713 1.7298 0.9385
H: 5.0245 2.9000 -1.1018
H: 2.6202 2.7679 -1.6427
N: 3.7151 -1.3525 -4.2442
C: 3.9153 -1.7665 -2.9782
N: 4.7962 -2.7589 -2.8009
S: 3.0788 -1.0835 -1.6954
H: 4.2852 -1.6866 -5.0044
H: 3.1341 -0.5522 -4.4001
H: 5.2925 -3.1751 -3.5716
H: 4.9822 -3.0972 -1.8754

total charge	+2
spin multiplicity	2
ΔE to the lowest compared entry with this formula, charge and spin	21.21	kcal/mol
⟨S²⟩	0.7605
frontier orbital gap (spin up / spin down)	6.36 / 6.33	eV